ORCA calculation (ωB97M-V with the def2-TZVPD basis set) on a 5-piece molecular cluster, C34H41F4N2O2 overall.

ORCA input file:
```
! wB97M-V def2-TZVPD RIJCOSX def2/J DEFGRID3
* xyz 1 1
N 0.248 -4.097 3.346
C 0.169 -2.647 3.226
C -0.321 -2.094 1.872
O -1.733 -1.985 1.860
C 0.256 -0.698 1.580
C 1.325 -0.537 0.468
C 2.743 -0.457 1.082
C 3.152 -1.890 1.105
N 2.443 -2.583 0.296
C 1.538 -1.706 -0.512
C 0.351 -2.340 -1.253
C 0.162 -3.859 -1.123
C -1.290 -4.257 -1.364
O -2.140 -3.856 -0.289
H 1.088 -4.478 2.930
H -0.547 -4.560 2.921
H -0.540 -2.286 3.979
H 1.155 -2.236 3.469
H -0.046 -2.833 1.122
H -2.125 -2.825 1.582
H 0.682 -0.326 2.517
H -0.578 -0.030 1.356
H 1.118 0.349 -0.133
H 3.438 0.124 0.463
H 2.786 -0.047 2.093
H 3.929 -2.332 1.719
H 2.539 -3.584 0.167
H 2.214 -1.312 -1.280
H 0.455 -2.082 -2.307
H -0.556 -1.852 -0.881
H 0.419 -4.203 -0.115
H 0.793 -4.409 -1.829
H -1.657 -3.821 -2.300
H -1.363 -5.342 -1.440
H -2.443 -2.952 -0.458
F 3.187 1.381 -1.439
C 4.470 1.710 -1.774
C 4.926 2.976 -1.481
C 6.243 3.283 -1.797
C 7.063 2.337 -2.394
C 6.570 1.071 -2.679
C 5.257 0.745 -2.366
H 4.272 3.698 -1.010
H 6.630 4.266 -1.564
H 8.088 2.585 -2.635
H 7.206 0.334 -3.150
H 4.849 -0.233 -2.586
F 8.388 3.168 1.306
C 7.406 3.011 2.214
C 6.229 2.412 1.814
C 5.217 2.261 2.751
C 5.390 2.699 4.057
C 6.588 3.294 4.428
C 7.611 3.456 3.504
H 6.119 2.085 0.788
H 4.278 1.808 2.454
H 4.595 2.585 4.781
H 6.728 3.642 5.443
H 8.551 3.919 3.771
F -2.673 3.030 1.568
C -3.566 2.082 1.204
C -3.458 0.827 1.766
C -4.369 -0.147 1.383
C -5.363 0.146 0.460
C -5.447 1.420 -0.090
C -4.542 2.404 0.282
H -2.678 0.621 2.486
H -4.300 -1.135 1.817
H -6.072 -0.618 0.169
H -6.216 1.654 -0.812
H -4.589 3.403 -0.129
F -7.155 2.356 -2.758
C -8.178 1.665 -3.318
C -8.748 2.153 -4.476
C -9.795 1.441 -5.042
C -10.252 0.271 -4.451
C -9.659 -0.192 -3.285
C -8.609 0.507 -2.706
H -8.377 3.069 -4.915
H -10.256 1.805 -5.950
H -11.071 -0.277 -4.896
H -10.016 -1.100 -2.818
H -8.133 0.166 -1.796
*
```

maximum force = 0.0118 hartree/bohr
electronic energy = -53861.0994 eV
HOMO = -10.70 eV
LUMO energy = -4.06 eV

Löwdin atomic charge list, values in e, 2 entries: number 1, N, carries 0.0169; number 2, C, carries -0.2186